(1)
Here is C10H10N2O4SYb as an isolated structure at a distorted geometry from OMol25. Energies are from wB97M-V/def2-TZVPD.

```
28
Properties=species:S:1:pos:R:3:forces:R:3:mulliken_spin:R:1
Yb -1.2156 0.7505 -1.8299 -0.2140 0.1364 -0.1813 0.000
O -2.8376 -1.7000 0.5714 1.8413 1.3318 -0.7143 0.000
C -2.0440 -1.0258 0.1219 -2.3525 -1.3380 0.4742 -0.002
C 1.1686 1.8898 -1.8826 4.0546 3.6304 -2.3486 0.005
O 2.0485 2.5584 -2.2334 -3.9179 -3.1755 1.8255 -0.001
C -1.4670 2.3005 0.3990 -1.0357 2.1337 1.5771 0.002
O -1.7811 3.0932 1.1478 0.8904 -1.9741 -1.6556 0.000
C 0.1961 -1.4629 -2.4103 2.0173 -4.2702 -2.7508 0.002
O 0.6658 -2.3875 -2.9260 -2.0251 4.1716 2.5106 0.000
C -3.7550 1.2939 -4.1636 -0.5713 -0.1202 -0.2522 0.000
H -3.9383 0.2822 -4.5962 0.3718 0.7332 0.5586 0.000
H -4.5824 1.7067 -3.5421 0.8487 -0.3579 -0.2484 0.000
C -2.8030 2.1015 -4.6769 -0.0994 0.3853 -0.6509 0.000
H -2.8217 3.2014 -4.4939 0.1871 -0.9711 0.1399 0.000
H -2.1820 1.7745 -5.5452 -0.3182 0.1415 0.9783 0.000
C 3.5593 -0.1940 2.8551 1.0579 0.3866 0.3720 0.004
N 2.2994 -0.9132 2.8168 -0.4746 -0.6585 0.5820 0.104
C 1.8935 -1.8193 3.7804 2.0490 1.4991 -0.3913 0.136
C 0.6910 -2.2929 3.3937 -2.9025 -0.3680 -2.1737 0.214
N 0.3515 -1.6772 2.1728 1.7617 -0.0206 1.8135 0.038
C 1.3617 -0.7925 1.8216 -0.3477 0.0196 -0.4111 -0.084
S 1.4602 0.2604 0.4700 -0.2262 -1.4315 1.6996 0.580
H 4.1883 -0.4188 1.9891 -0.2356 -0.2471 0.1037 0.002
H 3.4146 0.8894 2.8678 -0.2418 -0.1881 0.1469 0.002
H 4.0771 -0.5072 3.7715 -0.0814 0.2210 -0.3709 0.001
H 2.5154 -2.0490 4.6659 -0.5452 0.1682 -0.7099 0.001
H -0.0016 -3.0158 3.8456 0.5645 0.3758 -0.1282 0.003
H -0.4617 -1.8463 1.6096 -0.0553 -0.2132 0.2051 -0.005
```
Positions in Å, forces in eV/Å.

For the total energy, the calculation gives -2353.29904 a.u. The HOMO energy (spin up / spin down) is -19.49 / -19.49 eV. Its maximum force is 5.93 eV/A. The spin multiplicity is 2. The expectation value of S² is 0.7769. For the frontier orbital gap (spin up / spin down), the calculation gives 0.3131 / 0.2248 Ha. As for the molar mass: 427.31 g/mol. The LUMO energy (spin up / spin down) comes out at -10.97 / -13.37 eV. Its energy above the lowest of the compared OMol25 structures with the same formula, charge and spin is 0.0 kcal per mole. As for the net charge: +3.


(2)
Here is a 2-piece molecular cluster, C10H10N3O2 overall at a distorted geometry from OMol25. Energies are from wB97M-V/def2-TZVPD.

```
25
Properties=species:S:1:pos:R:3:forces:R:3:mulliken_charge:R:1
C -3.0777 1.0383 0.7768 -0.4964 -1.7758 -0.0060 -0.444
C -2.6543 -0.3260 0.5924 0.7062 2.3566 0.0235 -0.583
C -2.2567 2.0396 0.3133 3.8661 -1.5284 -1.5968 -0.554
C -1.3437 -0.5919 0.0788 -3.6847 -3.8238 1.5476 -0.079
C -0.9280 1.7345 -0.2486 -3.5807 0.0389 0.2405 -0.370
C -0.4862 0.3632 -0.3054 2.0906 3.3043 -1.3091 0.501
C 1.9964 1.0684 -0.5319 -4.2127 -0.9856 0.4905 0.206
C 1.5488 -1.1074 -1.2142 -0.7574 -0.6299 1.4099 0.110
C 0.9224 0.0582 -0.4829 1.1432 0.9574 -1.8937 0.728
C 1.5767 -2.4827 -0.4559 3.0945 2.7720 0.8732 -1.576
N 3.1104 0.5007 -1.1849 2.0500 3.0406 0.4317 -0.604
N 2.8944 -0.6172 -1.5407 0.4976 -3.8888 -0.7674 -0.292
N 1.0445 0.2802 1.6853 -1.0119 0.9954 1.6285 -0.203
O -0.0979 -0.0565 2.0912 1.5025 0.0882 0.6177 -0.372
O 1.9233 2.1800 -0.0549 1.2830 1.3822 -0.0463 -0.636
H -4.0669 1.2846 1.2288 0.8528 -0.3708 -0.3531 0.301
H -3.2992 -1.0936 1.0016 0.1935 -0.2501 -0.2630 0.323
H -2.4407 3.0753 0.2736 -0.8893 1.0445 0.2950 0.399
H -1.0828 -1.7160 0.1074 -0.0206 2.0474 -0.2228 -0.020
H -0.5543 2.6215 -0.8008 0.7788 -1.1114 0.7425 0.280
H 1.2477 -1.3367 -2.2174 -1.0655 0.1803 -0.7764 0.416
H 2.5600 -2.9350 -0.6028 -0.0722 -0.2667 -0.4041 0.462
H 0.8306 -3.1626 -0.6433 -1.9149 -1.2730 -0.6917 0.358
H 1.6065 -2.2002 0.5928 -0.3808 -0.2088 0.3066 0.366
H 1.0268 1.3813 1.5416 0.0284 -2.0946 -0.2770 0.284
```
Positions in Å, forces in eV/Å.

For the total energy, the calculation gives -701.66044 a.u. The HOMO energy (spin up / spin down) is -3.20 / -3.20 eV. Its maximum force is 5.53 eV/A. The spin multiplicity is 1. For the frontier orbital gap (spin up / spin down), the calculation gives 0.2521 / 0.2523 Ha. As for the molar mass: 204.21 g/mol. The LUMO energy (spin up / spin down) comes out at 3.67 / 3.67 eV. Its energy above the lowest of the compared OMol25 structures with the same formula, charge and spin is 33.4 kcal per mole. As for the net charge: -1.